100
Properties=species:S:1:pos:R:3:forces:R:3 method="wB97M-V/def2-TZVPD" e_lumo_ev=-3.208 de_lowest_kj_mol=46.47 e_homo_ev=-10.92 orbital_gap_ev=7.71 total_charge=+1 energy_ev=-91910.3105
Cd -0.00439 0.75880 -0.12340 -0.5 -1.1 -0.1
S -2.49090 -0.15634 -0.46086 -0.1 0.0 0.0
S 0.13446 -0.73193 -2.44523 -0.1 -0.2 -0.1
S 0.64763 -4.77823 0.12326 -0.1 0.2 0.1
O 0.17544 2.92410 0.39252 0.0 0.5 0.1
O -0.39653 2.30031 -1.63785 0.0 0.6 -0.3
N -1.66258 -2.20048 -3.68566 -0.1 0.1 0.3
N -3.15089 -2.53443 -1.37023 0.4 0.3 -0.1
N 2.15248 0.19747 0.21704 0.5 -0.1 0.1
N -0.01536 -2.35961 0.61082 0.1 0.1 0.0
N 0.22497 0.24606 2.08846 0.2 0.1 0.3
C -0.15970 3.21064 -0.79227 0.0 0.5 -0.2
C 4.87693 0.05286 0.81218 -0.1 0.0 -0.1
C -0.56174 0.15545 4.33498 0.0 0.0 0.0
C 3.90388 0.08610 1.81047 -0.1 0.0 0.1
C -0.93134 -3.15778 1.24224 0.0 -0.1 0.0
C -0.11883 -3.65966 -4.93796 -0.1 0.1 0.1
C 6.63516 -1.23438 2.02311 0.0 0.0 -0.1
C 1.08750 -6.17306 -4.98501 0.0 0.0 0.0
C 6.35034 0.02151 1.18589 0.1 0.0 0.0
C -2.33962 -1.48057 -1.46913 -0.7 -0.2 0.5
C 0.99223 0.07465 6.32924 0.0 0.0 0.2
C 2.48306 0.05630 6.67283 -0.1 0.0 -0.1
C -0.29089 4.65582 -1.20713 0.0 -0.2 0.0
C -0.74133 -4.49450 1.09001 0.1 -0.1 -0.1
C -3.06989 -3.61204 -2.34569 0.1 -0.1 -0.3
C 1.76324 0.09735 3.89075 0.1 0.0 0.0
C 2.55592 0.15318 1.49430 0.2 0.0 -0.1
C -1.32349 -1.51477 -2.58662 0.6 -0.1 -0.6
C 0.10630 -5.85556 -5.90944 0.0 0.0 0.0
C -0.76640 0.23573 2.97257 -0.1 0.0 0.1
C 1.47626 -5.23202 -4.04165 0.0 0.1 0.0
C 7.25415 0.00215 -0.04884 -0.1 0.0 0.1
C 0.36720 1.33589 6.94901 0.0 -0.1 0.0
C 0.88174 -3.98027 -4.02149 0.0 0.0 0.0
C -5.57099 -2.51787 -1.00165 0.0 -0.1 0.0
C 0.33463 -1.17650 6.93109 0.0 0.0 0.0
C -5.94239 -1.30822 -1.58389 0.0 0.0 0.0
C 0.87010 -3.07447 -0.00534 0.0 -0.3 0.0
C 6.67247 1.28038 2.00717 0.0 0.0 -0.1
C -0.50112 -4.60689 -5.88054 0.0 0.0 0.0
C -0.81404 -2.31397 -4.87775 0.2 -0.1 0.0
C -4.20730 -2.66198 -0.36583 -0.2 0.0 0.0
C 4.42330 0.07016 -0.50238 0.0 0.0 0.0
C -7.17965 -1.18057 -2.19413 0.0 0.0 0.0
C 1.48240 0.16912 2.53095 -0.2 0.0 0.1
C -2.87851 -3.00265 -3.71053 -0.2 -0.1 0.1
C -7.69287 -3.46191 -1.64522 0.0 0.0 0.0
C -6.45082 -3.59255 -1.03913 0.0 0.0 0.0
C 3.06458 0.15623 -0.74732 0.1 0.0 0.0
C -8.05622 -2.25744 -2.22628 0.0 0.0 0.0
C 0.73966 0.10186 4.83120 0.0 0.0 -0.1
H 6.43684 2.18055 1.43739 0.0 0.0 0.0
H -0.09821 -1.49698 -4.86470 0.0 0.0 0.0
H 0.79073 2.23529 6.49936 0.0 0.0 0.0
H -8.37461 -4.30200 -1.65995 0.0 0.0 0.0
H 6.11129 1.31018 2.94165 0.0 0.0 0.0
H 0.56955 1.35860 8.02036 0.0 0.0 0.0
H 2.99350 0.93999 6.28530 0.0 0.0 0.0
H 6.06494 -1.24129 2.95274 0.0 0.0 0.0
H -1.46574 -2.20178 -5.74578 0.0 0.1 0.0
H 2.69199 0.19586 -1.76460 0.0 0.0 0.0
H -6.16856 -4.53498 -0.58264 0.0 0.0 0.0
H -0.57266 4.71398 -2.25406 0.0 0.1 0.0
H 2.97428 -0.84063 6.29024 0.0 0.0 0.0
H 6.38767 -2.13635 1.46069 0.0 0.0 0.0
H -0.19043 -6.57993 -6.65646 0.0 0.0 0.0
H 0.65489 5.17004 -1.04332 0.0 0.0 0.0
H -4.11025 -3.64582 0.09900 0.1 0.0 0.0
H -5.26143 -0.46543 -1.55134 0.0 0.0 0.0
H -0.74504 -1.17632 6.77905 0.0 0.0 0.0
H 5.10215 0.03096 -1.34060 0.0 0.0 0.0
H -9.02261 -2.15556 -2.70175 0.0 0.0 0.0
H 1.19156 -3.24043 -3.29710 0.0 0.1 0.1
H -7.46516 -0.23620 -2.63858 0.0 0.0 0.0
H 7.69478 -1.27108 2.27795 0.0 0.0 0.0
H 1.69492 -2.65729 -0.56551 0.0 0.0 0.0
H -3.74154 -2.38677 -3.98240 0.0 0.0 0.0
H -1.41650 0.14828 4.99679 0.0 0.0 0.0
H 7.10322 0.89019 -0.66450 0.0 0.0 0.0
H -2.22987 -4.27416 -2.10895 0.0 0.0 0.0
H -1.72604 -2.69784 1.81335 0.0 0.0 0.0
H -3.99578 -4.18224 -2.31126 0.0 0.0 0.0
H -0.71343 1.35939 6.80924 0.0 0.0 0.0
H -1.31862 -5.31146 1.49088 0.0 0.0 0.0
H 8.29664 -0.00962 0.26792 0.0 0.0 0.0
H 4.21448 0.06993 2.84454 0.0 0.0 0.0
H 2.78758 0.04478 4.22391 0.0 0.0 0.0
H -2.75577 -3.78884 -4.45293 0.0 0.0 0.0
H -4.05105 -1.89293 0.38396 0.1 0.0 0.1
H 2.25111 -5.47158 -3.32418 0.0 0.0 0.0
H 7.08030 -0.88788 -0.65606 0.0 0.0 0.0
H 7.73517 1.29802 2.25110 0.0 0.0 0.0
H 0.52357 -1.20709 8.00471 0.0 0.0 0.0
H -1.04839 5.13665 -0.58959 0.0 0.0 0.0
H 1.55242 -7.14999 -5.00142 0.0 0.0 0.0
H 0.74611 -2.08350 6.48479 0.0 0.0 0.0
H 2.59622 0.05825 7.75662 0.0 0.0 0.0
H -1.77060 0.29902 2.56759 0.0 0.0 0.0
H -1.27076 -4.36910 -6.60647 0.0 0.0 0.0

51
Properties=species:S:1:pos:R:3:forces:R:3 method="wB97M-V/def2-TZVPD" e_lumo_ev="-12.399 / -14.330" de_lowest_kj_mol=129.34 e_homo_ev="-18.96 / -18.96" s_squared=1.073 orbital_gap_ev="6.56 / 4.63" total_charge=+3 energy_ev=-140730.4405 spin_multiplicity=2
As 0.17370 -1.25542 -3.87618 -0.1 0.6 1.2
Co 0.03196 -0.98959 0.22993 -1.8 2.4 -0.2
F -0.69460 0.22878 -3.58431 0.2 -0.3 -0.3
F 1.58754 -0.28168 -3.70767 -0.2 -0.3 -0.2
F -1.20080 -2.04776 -3.21347 0.3 0.0 -0.4
F 1.12133 -2.60080 -3.48510 -0.1 -0.1 -0.3
F -0.05553 -1.38256 -5.50097 0.1 -0.1 -0.3
F 0.41942 -1.01170 -1.53466 0.0 -0.2 1.1
N 2.58175 0.19209 0.31724 -2.4 -1.8 2.2
N 0.05855 -0.41428 2.12302 -0.6 -0.9 -0.6
N -1.09290 0.80518 -0.02333 1.6 -2.1 0.6
N -1.76593 -1.84409 -0.02513 1.7 0.8 0.2
C -3.18909 -3.70914 -0.33956 0.2 0.3 0.0
C -0.80990 0.56059 2.44713 0.0 0.0 -0.1
C -0.29921 0.29583 4.76461 0.0 0.0 0.0
C 4.53546 -0.23176 -0.87377 1.3 0.8 -1.1
C 2.31199 1.34647 -0.26437 -0.6 -0.6 0.5
C -1.60633 1.16686 1.32377 -0.1 0.0 0.3
C -3.79511 -1.54459 -1.19282 0.1 0.1 0.1
C -2.61039 -1.04302 -0.68295 -0.3 0.1 0.0
C 0.74865 -1.04035 3.09682 0.0 -0.1 0.1
C -2.02706 -3.14195 0.14937 -0.1 -0.5 0.2
C 1.09948 2.16372 0.12873 0.4 -0.5 0.1
C -0.99868 0.95083 3.75909 0.2 0.1 0.1
C -0.21090 1.82555 -0.63338 0.2 0.4 -0.4
C 4.30268 0.96139 -1.54461 0.6 0.6 -0.8
C -2.16997 0.36635 -0.93675 -0.3 0.2 -0.6
C 0.58078 -0.72834 4.42831 0.0 0.1 -0.1
C 3.62895 -0.58192 0.11992 -1.3 0.4 0.5
C 3.20526 1.76044 -1.25744 1.3 0.5 -1.3
C -4.07425 -2.89344 -1.03359 -0.1 -0.1 -0.1
H 5.38743 -0.87219 -1.06022 0.1 0.1 -0.3
H -0.42678 0.58823 5.79916 -0.1 0.0 0.0
H -0.78372 2.75674 -0.70133 0.0 -0.1 0.0
H 5.01337 1.29158 -2.29852 -0.2 -0.1 0.0
H 1.13105 -1.27462 5.18146 0.0 0.0 0.0
H -3.01790 1.05564 -0.87072 0.1 0.0 0.1
H -1.80556 0.40913 -1.96594 0.1 0.1 0.2
H -2.63494 0.81208 1.41516 0.0 0.0 -0.1
H 0.01362 1.50837 -1.65245 -0.1 0.0 0.0
H 3.77280 -1.48363 0.71159 -0.3 0.1 0.0
H -3.37711 -4.76226 -0.18888 0.0 0.0 0.0
H 1.45577 -1.80310 2.79255 -0.1 -0.1 0.0
H 3.01098 2.69525 -1.76877 0.3 0.0 -0.2
H -1.30329 -3.74097 0.68886 0.1 0.1 0.0
H -4.47370 -0.88743 -1.72116 0.0 0.0 0.0
H -1.63266 2.25405 1.43294 0.0 0.0 -0.1
H -4.97521 -3.31453 -1.46141 0.0 0.0 0.0
H -1.67968 1.75901 3.99404 0.0 0.0 0.0
H 1.32652 3.20734 -0.07873 0.0 0.1 -0.1
H 0.96878 2.07541 1.20766 0.0 0.0 0.0

40
Properties=species:S:1:pos:R:3:forces:R:3 method="wB97M-V/def2-TZVPD" e_lumo_ev=0.448 de_lowest_kj_mol=261.92 e_homo_ev=-9.20 orbital_gap_ev=9.64 total_charge=0 energy_ev=-26350.5358
O -4.39393 0.22451 -0.05420 -1.0 -0.5 -0.8
O -2.22667 1.65211 -0.06234 0.9 -0.8 -0.4
O -1.94213 -2.74061 -1.68957 -1.9 1.7 0.6
O -3.64013 -1.22139 -2.02648 1.3 -0.8 1.6
N -1.23254 -0.43284 0.01420 -0.7 -0.2 0.5
N 3.13875 -0.86873 -0.92365 -2.4 -2.0 -0.5
N 0.02610 2.94477 -0.93040 -1.5 -1.3 0.0
N 2.88052 -2.56729 0.71916 1.7 3.9 -1.6
N 4.95960 -1.25140 0.57292 -0.7 -1.1 -0.9
C -1.24836 0.90134 -0.18962 1.1 0.5 -0.4
C 2.62799 1.42321 -0.20640 -0.9 -0.1 1.6
C -3.72533 -0.71747 0.74125 0.3 0.8 1.6
C 3.19265 0.53427 -1.29080 2.7 0.6 0.2
C -3.52355 -0.18832 2.17447 0.4 -2.3 0.0
C 1.19396 1.08087 0.34754 1.4 1.0 0.1
C -2.68834 -1.86409 -1.25478 1.0 -0.9 -1.7
C -2.42666 -1.31697 0.16893 0.1 0.6 -0.7
C 3.63327 -1.59627 0.18036 -2.7 -1.6 0.2
C 0.17487 1.48189 -0.63548 -2.9 0.4 -0.6
H -3.82880 0.98952 -0.18398 0.7 0.7 0.3
H -2.05540 -2.11762 0.82929 -0.6 0.1 -0.5
H 4.28215 0.78946 -1.47028 -0.9 0.0 0.5
H 1.07224 0.06905 0.79042 0.4 0.6 -0.6
H 2.82299 0.73750 -2.29321 -0.7 -0.6 0.0
H 2.16745 -1.20107 -1.08418 1.1 0.0 0.1
H 0.47731 1.04072 -1.55668 -0.4 -0.6 -1.1
H 3.34770 -2.72003 1.59385 0.6 -1.1 0.4
H 2.67302 2.51080 -0.37082 0.0 -0.5 -0.5
H 5.39670 -1.14442 -0.34888 0.5 0.3 0.6
H 1.00828 1.77767 1.14641 0.3 0.2 1.0
H -4.46223 -0.02993 2.73191 0.4 0.2 -0.5
H 4.80932 -0.35681 0.96502 0.7 1.5 0.6
H 3.21726 1.25486 0.68343 0.7 0.1 0.3
H -0.98571 3.00188 -1.32263 2.3 0.2 0.9
H -4.08312 -0.52199 -1.44015 0.2 -0.7 -0.5
H -3.04216 -1.11589 2.61366 -0.2 1.3 0.3
H -4.39052 -1.57046 0.79218 -0.3 -0.3 0.0
H -2.84498 0.66142 2.19934 -0.1 0.0 0.1
H -0.33722 -0.93269 0.08837 -0.8 0.5 -0.4
H -0.02431 3.40044 -0.01814 -0.2 0.2 -0.2

46
Properties=species:S:1:pos:R:3:forces:R:3 method="wB97M-V/def2-TZVPD" e_lumo_ev=0.176 de_lowest_kj_mol=56.28 e_homo_ev=-8.72 orbital_gap_ev=8.89 total_charge=0 energy_ev=-53434.9422
Ru 0.19516 -0.20361 0.19392 -0.1 0.0 -0.2
Cl -1.33876 1.69731 -0.21023 0.1 0.0 0.0
S 2.10112 0.14212 1.49916 -0.1 0.0 -0.1
F -0.42761 -2.38721 0.03761 -0.1 0.0 0.0
F 1.64868 -2.62296 -0.73830 0.1 0.0 0.0
O -0.61874 0.95578 2.94222 0.0 0.0 0.0
O -0.73337 -1.32406 2.89028 0.0 0.0 0.0
N 3.30770 0.09779 -0.90024 0.0 -0.1 -0.1
N 0.94834 -0.19081 -3.03897 0.0 0.0 0.0
N 4.66928 0.32664 0.92788 0.0 0.0 0.0
C 0.50726 -0.26932 -1.96932 0.1 0.0 0.0
C -0.85084 1.44065 5.29216 0.0 0.0 0.0
C -1.98588 -1.82764 4.89027 0.0 0.0 0.0
C 4.39820 0.05763 -1.85007 0.0 0.0 0.0
C 0.91988 -2.06943 0.24149 0.1 0.1 0.1
C -1.31544 0.56192 4.14778 0.0 0.0 0.0
C 4.93490 0.44902 2.35081 0.0 0.0 0.0
C -2.80253 0.76684 3.88862 0.0 0.0 0.0
C -0.92355 -0.93956 4.27360 0.0 0.0 0.0
C 3.44278 0.18617 0.40464 0.0 0.0 0.1
C 0.41406 -1.14264 4.97394 0.0 0.0 0.0
C 0.44400 1.79406 -0.06235 0.0 0.0 0.0
B -0.43870 -0.17835 2.17315 0.1 0.0 0.1
H 5.45031 0.35149 0.29595 0.0 0.0 0.0
H 4.98152 0.98234 -1.82895 0.0 0.0 0.0
H -1.28743 1.10644 6.23573 0.0 0.0 0.0
H 0.85914 2.16693 -0.99173 0.0 0.0 0.0
H 1.18322 -0.50460 4.53492 0.0 0.0 0.0
H 2.36937 -0.04563 -1.27855 0.0 0.0 0.0
H 3.95593 -0.04757 -2.83756 0.0 0.0 0.0
H 0.68508 2.38255 0.81557 0.0 0.0 0.0
H -2.90211 -1.81639 4.30397 0.0 0.0 0.0
H 0.71968 -2.18155 4.84785 0.0 0.0 0.0
H -3.39712 0.55240 4.77761 0.0 0.0 0.0
H 1.20819 -2.49302 1.20292 0.0 0.0 0.0
H 0.23347 1.43180 5.38370 0.0 0.0 0.0
H -1.17083 2.46752 5.11370 0.0 0.0 0.0
H 4.46387 1.34274 2.76053 0.0 0.0 0.0
H -3.14764 0.12923 3.07359 0.0 0.0 0.0
H 6.01039 0.51932 2.48936 0.0 0.0 0.0
H 4.56033 -0.42029 2.89062 0.0 0.0 0.0
H 5.05765 -0.79488 -1.66722 0.0 0.0 0.0
H 0.34444 -0.92794 6.04118 0.0 0.0 0.0
H -1.62152 -2.85421 4.93360 0.0 0.0 0.0
H -2.21419 -1.50318 5.90789 0.0 0.0 0.0
H -2.96742 1.80555 3.60207 0.0 0.0 0.0

16
Properties=species:S:1:pos:R:3:forces:R:3 method="wB97M-V/def2-TZVPD" e_lumo_ev=0.664 de_lowest_kj_mol=1026.56 e_homo_ev=-9.48 orbital_gap_ev=10.14 total_charge=0 energy_ev=-12921.5444
O 0.33513 1.26797 -0.46791 2.4 2.7 0.3
O 1.60024 -1.57455 -0.12759 -0.6 1.1 -0.5
O -1.06399 -1.44397 -0.38266 -0.2 -3.3 -0.8
N 2.47445 -0.40957 -0.22679 -5.4 2.4 -0.9
C 1.75324 0.75123 -0.38698 1.0 -0.8 1.2
C -1.68532 -0.24750 -0.57342 2.3 4.6 -0.5
C 0.04488 -0.28057 1.18479 2.5 4.0 -3.6
C 0.21901 -0.89393 -0.21115 2.1 -4.4 -1.7
C -0.68418 0.78463 0.39095 -3.4 0.2 -0.3
H 1.03321 -0.06356 1.62988 -1.0 0.4 0.0
H -1.77799 0.39679 -1.59016 0.8 -2.2 1.5
H 2.31654 1.68050 -0.30284 0.3 -0.5 -0.5
H -0.59033 -0.74373 1.78080 -2.5 -2.9 2.5
H -1.60001 1.49610 0.76699 3.3 -0.7 -0.5
H 0.23745 -0.49491 -1.31892 1.3 0.0 2.6
H -2.61234 -0.22495 -0.16500 -2.9 -0.4 1.3

10
Properties=species:S:1:pos:R:3:forces:R:3 method="wB97M-V/def2-TZVPD" e_lumo_ev=-0.868 e_homo_ev=-10.61 smiles="N#C/C(Br)=C/C(F)(F)F" orbital_gap_ev=9.74 total_charge=0 energy_ev=-83847.7695
Br 2.21000 0.38000 -0.02956 -0.3 0.2 -0.2
F 0.29109 -1.73076 1.07607 1.5 -0.7 1.1
F 0.49479 -1.68671 -1.08243 0.0 -1.2 -0.7
F -1.38101 -2.26017 -0.03120 -0.3 -0.1 -1.2
N 0.44682 3.42549 0.06434 -0.2 0.6 0.1
C -0.30558 -1.46228 -0.06837 -1.1 1.5 1.2
C 0.36563 0.89694 -0.06987 -1.8 -2.5 0.5
C -0.68513 0.00343 -0.01564 2.5 0.8 -0.5
C 0.30545 2.29031 0.01898 -0.2 0.6 -0.1
H -1.74206 0.14375 0.13768 0.0 0.9 -0.1